No. 1
The following is a quantum chemistry calculation of a molecular structure, C21H20ClIrO2P, from the OMol25 dataset.

Each line ends with the Mulliken spin population.
CARTESIAN COORDINATES (ANGSTROEM)
Cl  3.043  -0.188  -2.310  0.8066
C  2.873  2.471  1.175  0.3098
C  1.504  2.879  1.176  0.2608
C  1.021  2.840  -0.176  0.2269
H  0.904  3.217  2.022  0.0040
C  2.124  2.490  -1.051  0.3094
C  3.247  2.156  -0.176  0.1567
H  4.228  1.859  -0.532  0.0054
H  3.552  2.403  2.021  -0.0104
H  0.026  3.136  -0.523  0.0357
C  2.182  2.626  -2.524  0.0006
Ir  1.680  0.449  0.078  1.2988
C  1.455  0.254  1.947  0.1631
C  2.725  -1.093  -0.315  0.1185
O  1.405  0.255  3.113  -0.0001
O  3.319  -2.097  -0.289  0.0929
H  1.184  2.573  -2.964  0.0015
H  2.782  1.788  -2.900  0.0009
H  2.689  3.546  -2.829  0.0172
C  -0.398  -2.052  -1.582  0.0618
P  -0.258  -0.827  -0.274  0.2201
C  -1.758  0.135  -0.683  0.2105
C  -1.574  1.139  -1.660  0.1570
C  -2.675  1.764  -2.250  0.0539
C  -3.961  1.422  -1.814  0.2419
C  -4.144  0.469  -0.811  0.1724
C  -3.049  -0.183  -0.244  -0.0038
C  -0.548  -1.902  1.173  0.0267
C  -1.430  -1.615  2.215  0.0086
C  -1.491  -2.478  3.314  -0.0016
C  -0.635  -3.581  3.402  0.0155
C  0.257  -3.869  2.361  -0.0051
C  0.279  -3.038  1.241  0.0284
H  -0.387  -1.498  -2.532  -0.0057
H  -1.350  -2.618  -1.524  0.0070
H  0.461  -2.729  -1.487  0.0060
H  -0.555  1.423  -1.962  0.0185
H  -2.510  2.519  -3.030  0.0039
H  -4.817  1.929  -2.249  -0.0057
H  -5.141  0.228  -0.458  0.0051
H  -3.207  -0.930  0.528  -0.0075
H  -2.072  -0.740  2.178  -0.0061
H  -2.200  -2.274  4.114  -0.0001
H  -0.644  -4.221  4.283  0.0004
H  0.922  -4.740  2.398  -0.0002
H  0.941  -3.298  0.408  -0.0001

Computed properties:
Multiplicity: 6
HOMO level (spin up / spin down) in eV: -12.47 / -15.11
Net charge: +2
E_LUMO (spin up / spin down) in eV: -6.895 / -11.303
Total energy in a.u.: -1867.7329


No. 2
The following is a quantum chemistry calculation of a molecular structure, C18H25BrInN13OS2, from the OMol25 dataset.

Each line ends with the natural charge from an NBO analysis.
CARTESIAN COORDINATES (ANGSTROEM)
In  -0.806  0.458  1.105  1.4066
N  -2.788  0.574  -1.887  -0.6012
C  -2.985  -0.562  -1.121  0.4434
N  -3.876  -1.485  -1.440  -0.4124
N  -3.755  -2.397  -0.454  -0.1273
N  -2.852  -2.041  0.384  -0.1280
N  -2.325  -0.858  -0.009  -0.4838
C  -1.579  1.239  -1.976  0.4455
N  -1.247  1.961  -3.038  -0.4140
N  -0.047  2.477  -2.714  -0.1266
N  0.319  2.064  -1.554  -0.1466
N  -0.642  1.270  -1.038  -0.4622
H  -3.316  0.581  -2.746  0.4081
O  4.669  0.992  2.181  -1.0172
S  3.454  1.780  1.780  1.2586
C  4.099  3.327  1.059  -0.6181
C  4.299  3.135  -0.453  -0.4138
C  4.138  1.641  -0.750  -0.4128
C  2.983  1.210  0.140  -0.6457
H  5.025  3.492  1.609  0.2281
H  3.398  4.126  1.295  0.2308
H  5.265  3.524  -0.781  0.2002
H  3.519  3.682  -0.986  0.2186
H  5.039  1.088  -0.475  0.2127
H  3.920  1.458  -1.803  0.2170
H  2.800  0.138  0.204  0.2529
H  2.061  1.719  -0.158  0.2786
C  -0.492  -2.286  -2.673  -0.0842
N  -0.117  -3.121  -3.827  -0.4746
C  0.965  -4.008  -3.408  -0.0758
N  2.139  -3.283  -2.918  -0.4800
C  1.699  -2.445  -1.790  -0.0756
N  0.641  -1.518  -2.171  -0.4698
C  1.138  -0.666  -3.245  -0.0843
N  1.562  -1.451  -4.417  -0.4774
C  0.407  -2.231  -4.863  -0.0773
C  2.593  -2.390  -3.983  -0.0748
H  -0.884  -2.921  -1.876  0.2085
H  -1.283  -1.600  -2.983  0.2090
H  1.264  -4.629  -4.260  0.1774
H  0.597  -4.659  -2.611  0.1953
H  2.557  -1.877  -1.421  0.1944
H  1.344  -3.091  -0.987  0.2099
H  1.983  -0.079  -2.877  0.1981
H  0.353  0.026  -3.549  0.2209
H  0.703  -2.833  -5.729  0.1761
H  -0.385  -1.541  -5.166  0.2006
H  3.456  -1.823  -3.621  0.1913
H  2.905  -2.994  -4.844  0.1770
S  -1.482  2.124  2.535  -1.1596
Br  3.109  -4.697  3.398  -0.0251
C  2.062  -3.256  2.702  -0.0838
C  2.275  -1.976  3.174  -0.2510
C  1.496  -0.945  2.660  -0.2397
C  0.543  -1.148  1.662  -0.3913
C  0.353  -2.464  1.241  -0.2318
C  1.099  -3.522  1.748  -0.2665
H  3.027  -1.779  3.925  0.2185
H  1.637  0.047  3.076  0.2222
H  -0.412  -2.689  0.509  0.2218
H  0.927  -4.536  1.408  0.2104

Computed properties:
Energy above the lowest of the compared OMol25 structures with the same formula, charge and spin in kJ/mol: 32.2
HOMO level in eV: -1.45
Net charge: -2
E_LUMO in eV: 4.004
Total energy in a.u.: -5048.5521


Question: Number 1 is which compound?
Answer: C21H20ClIrO2P


Question: Among the records above, which one has the lowest net charge?
Answer: C18H25BrInN13OS2


Question: Which value of net charge does entry 1 give?
Answer: +2


Question: Among the records above, which one has the lowest net charge?
Answer: C18H25BrInN13OS2